[1]
11
Properties=species:S:1:pos:R:3:forces:R:3:lowdin_charge:R:1 method="wB97M-V/def2-TZVPD" e_homo_ev="-7.3413 / -7.3416" orbital_gap_ev="7.57 / 7.57"
O -0.17832 -1.60583 -0.58058 -0.1 0.0 0.3 -0.064
N 1.93940 -0.05771 0.39632 -0.2 -0.1 -0.5 0.151
C -1.32753 0.29227 0.20127 -0.2 -0.2 0.2 -0.096
C 0.76358 0.35155 -0.02393 0.1 0.4 -0.2 -0.119
C -1.24145 -1.05045 -0.21750 0.0 0.1 0.2 -0.331
C -0.22322 1.17682 -0.17313 0.3 -0.2 0.0 -0.093
H 2.65476 0.64505 0.24670 0.2 -0.1 0.8 0.127
H -2.17184 -1.63984 -0.25184 0.0 0.2 -0.1 0.114
H 2.20286 -1.00811 0.15427 -0.1 0.1 -0.4 0.113
H -0.24514 2.22360 -0.46072 -0.2 -0.2 -0.2 0.110
H -2.18928 0.68375 0.73267 0.1 -0.1 0.0 0.088



[2]
114
Properties=species:S:1:pos:R:3:forces:R:3:lowdin_charge:R:1 method="wB97M-V/def2-TZVPD" smiles=CC(C)O.CC(C)O.CC(C)O.CC(C)O.CC(C)O.CC(C)O.CC(C)O.CC(C)O.CC(C)O.CO e_homo_ev=-9.1820 orbital_gap_ev=9.73
O 8.46548 14.05074 10.77805 -1.3 -0.6 1.2 -0.112
O 6.16473 11.74601 10.84478 0.8 -0.4 1.2 -0.095
O 13.45361 10.30052 7.33113 -0.4 0.9 0.6 -0.090
O 15.12352 15.26513 10.38836 -1.6 2.5 0.4 -0.050
O 14.27470 7.99067 14.52402 -0.1 0.1 0.8 -0.050
O 11.73999 12.10499 8.34930 0.1 -1.0 1.6 -0.156
O 9.88392 14.04436 8.17503 0.0 0.1 -1.0 -0.083
O 16.76261 13.33447 9.06990 0.5 0.6 -0.6 -0.080
O 6.24048 9.60514 8.06285 -0.4 -1.5 0.4 -0.077
O 12.41996 8.04942 6.13656 0.9 0.6 -0.3 -0.081
C 16.07178 11.44814 10.39364 0.5 -0.9 -0.4 -0.048
C 14.11504 11.90773 5.64532 0.3 0.8 -0.6 -0.046
C 14.34597 16.03982 8.17433 0.2 -0.6 -0.6 -0.046
C 18.26817 12.67791 10.84900 -0.7 -0.5 -1.4 -0.039
C 6.53432 11.22304 12.17259 -1.0 -2.0 -0.6 -0.400
C 12.87985 7.16204 8.23994 -0.4 -0.3 0.6 -0.064
C 7.90860 11.21341 7.47447 -0.9 0.0 -0.4 -0.031
C 14.03846 8.02047 12.20039 -0.1 0.1 -1.1 -0.071
C 11.26626 11.55708 9.62459 -0.5 -0.5 -0.5 -0.103
C 7.88432 15.20572 7.45835 -1.2 1.8 -0.3 -0.058
C 7.64012 10.08133 12.09758 -1.5 0.7 -1.1 -0.035
C 9.37549 15.23180 7.54054 1.8 -0.3 -0.4 -0.479
C 7.66159 15.61051 12.55436 -0.3 -0.7 -1.6 -0.050
C 13.96653 15.67554 9.59490 0.5 0.2 1.0 -0.459
C 6.69641 10.30870 6.93105 1.3 1.9 1.2 -0.456
C 11.81044 7.34833 7.20213 0.6 0.7 0.0 -0.511
C 5.22229 10.64796 12.88064 0.3 0.4 -3.2 -0.043
C 10.12482 15.20330 12.02263 0.2 0.5 -0.5 -0.064
C 10.67051 8.13728 7.76748 -1.3 0.8 0.2 -0.062
C 15.46572 6.20884 13.31798 1.0 0.9 0.3 -0.050
C 10.03523 15.32034 6.15093 -0.7 -0.1 -0.3 -0.044
C 15.69052 10.28303 6.74586 1.2 -1.5 -0.4 -0.063
C 13.26416 16.81170 10.33196 0.4 0.2 -1.1 -0.057
C 7.09486 9.49448 5.71217 -0.5 -1.1 1.1 -0.053
C 14.49415 11.15377 6.91387 0.3 0.5 -1.2 -0.512
C 17.25835 12.19860 9.74867 0.0 -0.3 2.2 -0.460
C 8.74186 14.62167 12.12409 -0.5 -1.3 -0.6 -0.458
C 14.96485 7.66751 13.33354 -0.4 -0.7 0.0 -0.527
H 14.99335 12.43270 5.24283 0.0 0.1 0.4 0.081
H 16.11139 6.09838 12.44406 -0.1 -0.1 -0.1 0.070
H 16.42923 10.40868 10.57308 -0.3 0.6 0.1 0.085
H 17.81751 13.24620 11.65338 -0.2 0.3 -0.1 0.084
H 10.29529 11.00101 9.45590 0.9 0.6 0.2 0.073
H 15.67065 9.65420 5.83753 -0.6 0.0 0.3 0.092
H 13.29324 8.11747 8.46618 0.5 0.9 0.0 0.056
H 11.08688 12.32784 10.40637 0.2 -0.2 -0.7 0.069
H 5.79001 10.93314 6.72310 1.0 -0.1 -0.3 0.145
H 7.56294 14.41766 6.76025 -0.1 0.3 0.3 0.078
H 12.56946 6.78621 9.19332 -0.6 -0.5 0.6 0.069
H 13.64562 6.51786 7.89639 0.9 -0.6 -0.5 0.073
H 11.13284 15.43751 6.11780 -0.5 0.0 0.5 0.071
H 8.73549 13.73359 12.81299 0.1 0.8 -0.3 0.139
H 7.37786 15.12703 8.44017 0.5 -0.4 -0.4 0.079
H 11.00941 9.10897 8.20511 -0.1 -0.7 -0.4 0.067
H 9.89017 8.38065 6.98335 0.8 -0.4 0.9 0.078
H 7.49734 10.13418 4.97599 0.4 0.8 -0.9 0.064
H 9.59622 14.11790 9.07561 -0.4 -0.3 1.2 0.037
H 14.74620 11.99282 7.57246 -0.3 -0.5 0.9 0.119
H 10.24252 7.53295 8.58830 -0.2 0.4 -0.3 0.086
H 12.34358 17.02722 9.77504 0.0 0.0 0.2 0.074
H 13.83217 11.29987 4.78902 -0.5 -0.4 0.2 0.081
H 6.87114 8.91516 8.31759 0.0 0.2 -0.2 0.091
H 16.62308 10.79962 6.57487 0.2 0.7 0.4 0.071
H 5.25686 10.57384 13.94586 0.1 -0.1 0.6 0.057
H 6.21786 8.98302 5.31427 0.1 -0.1 -0.1 0.079
H 13.85782 17.74529 10.35031 -0.1 -0.5 0.2 0.090
H 7.65302 16.47723 11.86195 0.0 -0.4 0.4 0.093
H 17.78266 11.48871 9.08642 -0.2 0.4 -0.1 0.130
H 8.03631 12.09522 6.84802 0.2 0.0 -0.2 0.050
H 5.00519 9.64802 12.38574 0.3 1.0 0.9 0.094
H 13.35602 12.69399 5.85454 0.3 -0.7 -0.2 0.082
H 15.22960 11.35077 9.69316 0.2 0.2 0.2 0.064
H 7.80619 9.58488 13.05896 -0.4 0.0 -0.2 0.076
H 7.87372 8.73780 5.91384 -0.3 0.3 0.2 0.072
H 9.80352 14.37890 5.62681 0.0 0.3 0.0 0.084
H 11.09360 12.75610 8.04939 -0.3 0.4 0.0 0.037
H 10.19377 15.93193 11.20837 -0.4 0.2 0.1 0.078
H 7.70225 13.39049 10.86440 1.4 1.3 -0.3 0.091
H 13.51651 16.04683 7.43807 0.2 -0.1 0.6 0.080
H 14.63930 5.51795 13.20782 -0.1 -0.3 0.4 0.074
H 7.25009 9.40029 11.29394 0.4 0.2 1.0 0.086
H 14.50678 7.67674 11.25035 -0.6 0.1 0.4 0.083
H 7.68850 11.59422 8.49231 -0.1 -0.3 -0.5 0.066
H 19.00803 13.22992 10.29905 0.5 0.8 0.0 0.066
H 10.79861 14.43112 11.66623 0.4 -0.2 0.6 0.066
H 15.73461 11.84533 11.36066 0.1 0.2 -0.4 0.082
H 13.01901 7.58442 12.32185 0.8 0.2 -0.1 0.095
H 12.00586 10.81909 10.02652 -0.4 0.7 -0.6 0.088
H 14.83786 16.99613 8.12252 0.1 0.6 0.2 0.071
H 7.86305 15.93336 13.55135 -0.1 0.3 0.8 0.067
H 14.88558 8.45221 15.10559 -0.1 -0.1 0.1 0.089
H 13.02292 16.44781 11.30884 -0.2 0.2 0.7 0.060
H 10.45548 15.72638 12.93306 0.0 -0.5 -0.2 0.096
H 8.60911 10.41725 11.75010 0.1 0.4 -0.1 0.050
H 17.50472 13.96065 8.91820 -0.7 -0.6 0.1 0.115
H 18.81802 11.86902 11.26826 0.2 -0.9 0.4 0.064
H 13.97074 9.12570 12.13683 -0.2 -0.6 0.0 0.078
H 8.88302 10.69277 7.51884 -0.5 -0.1 -0.2 0.061
H 9.78102 16.04049 8.13936 -0.4 0.6 0.2 0.129
H 7.53512 16.22880 7.06487 0.4 -1.5 0.3 0.109
H 15.79573 8.33558 13.25452 0.9 0.3 -0.1 0.118
H 12.71625 10.91885 7.54818 -0.1 -0.5 0.0 0.060
H 15.48049 14.50314 9.99800 0.9 -1.8 -1.0 -0.002
H 11.42998 6.39590 6.83659 0.1 -0.1 -0.3 0.136
H 6.67796 15.09377 12.48012 0.5 0.5 0.3 0.087
H 15.83832 9.59303 7.60444 -0.2 0.5 -0.4 0.091
H 15.10773 15.34139 7.81529 -0.2 -0.2 -0.1 0.068
H 6.87264 12.11002 12.63766 0.5 0.7 1.0 0.090
H 16.14079 6.01540 14.20064 -1.0 0.0 -0.7 0.093
H 9.56100 16.15953 5.59941 0.4 -0.5 0.2 0.086
H 4.40938 11.32929 12.52351 0.4 -0.5 0.8 0.083
H 13.05417 8.73905 6.52088 -1.4 -1.0 -0.6 0.074
H 5.47680 11.19668 10.46339 0.0 -0.3 -0.2 0.074
H 13.27367 14.84798 9.64057 -0.3 -0.5 -0.4 0.121



[3]
63
Properties=species:S:1:pos:R:3:forces:R:3:lowdin_charge:R:1 method="wB97M-V/def2-TZVPD" charge=+2 e_homo_ev=-14.8448 orbital_gap_ev=6.29
Ru 0.59385 -0.64900 -1.52187 0.7 -0.2 0.9 0.424
S 2.57824 -1.48061 -1.49678 1.0 0.3 -0.3 0.781
S -0.26737 -2.42881 -2.69815 -0.4 0.3 -0.7 0.745
P 0.00609 -0.24499 0.59192 -0.8 0.2 0.0 0.878
P 0.21750 1.59821 -1.46190 -1.1 -0.3 -0.3 0.910
N -0.91874 0.69231 -0.50110 -0.6 0.2 -0.1 -0.346
N -0.58344 -7.29759 0.93052 -0.1 -0.2 0.1 0.242
N 3.14899 -6.45221 2.07751 0.1 -0.1 0.2 0.237
C -0.01013 -6.42526 0.45781 0.1 0.2 -0.2 -0.152
C -2.13722 -2.03931 0.48201 0.0 0.0 0.0 -0.095
C -1.00997 -3.65904 2.45514 0.0 0.0 0.0 -0.050
C 1.91610 -2.96173 -1.03912 -0.3 -0.6 0.1 -0.646
C -2.20254 -4.02322 1.84225 0.0 0.0 0.0 -0.040
C -2.76834 -3.21260 0.86494 0.0 0.0 0.0 -0.045
C 0.81574 2.38494 4.19017 0.0 0.0 0.0 -0.029
C 0.39338 0.76194 2.00340 0.4 -0.2 0.1 -0.362
C 0.56885 3.10072 -0.57444 0.7 -0.1 0.0 -0.382
C -0.68863 1.10819 2.82101 0.1 0.0 0.0 -0.069
C -2.09167 1.52124 -4.80871 0.0 0.0 0.1 -0.047
C 1.68000 1.20768 2.28727 0.0 0.0 0.0 -0.090
C -0.94289 -1.66972 1.10061 0.1 0.1 0.2 -0.366
C -0.74714 3.52174 -4.86522 0.0 -0.1 0.0 -0.038
C -0.62311 2.03532 -2.97239 0.2 0.3 0.0 -0.366
C -0.46899 1.93275 3.90862 0.0 0.0 0.0 -0.039
C -0.21475 3.20279 -3.62772 0.0 0.0 0.0 -0.071
C -1.56334 1.19335 -3.57329 -0.2 -0.2 0.1 -0.107
C 2.60134 -3.83225 -0.13510 -0.3 0.1 -0.2 -0.019
C 2.09761 4.54268 0.58987 0.0 0.0 -0.1 -0.049
C 0.59687 -3.31858 -1.53060 0.3 -0.2 0.6 -0.672
C 2.63305 -5.79630 1.29188 -0.1 0.2 -0.2 -0.145
C 1.88775 2.02297 3.38920 0.0 0.0 0.0 -0.047
C -1.68001 2.68070 -5.45498 0.0 0.0 0.0 -0.028
C 1.85937 3.38517 -0.13638 0.0 0.1 0.0 -0.095
C -0.24243 5.11523 0.43521 0.0 0.0 0.0 -0.040
C 1.98449 -4.95584 0.32670 -0.1 0.1 -0.1 -0.143
C -0.48927 3.97100 -0.29882 0.0 0.0 0.0 -0.074
C -0.00663 -4.51139 -1.01286 0.0 0.4 -0.1 -0.040
C 1.04643 5.39883 0.87758 0.0 0.0 0.0 -0.031
C 0.65080 -5.28540 -0.11210 0.2 -0.1 0.2 -0.149
C -0.37832 -2.48077 2.09056 0.0 0.0 0.1 -0.074
H -2.58702 -1.42086 -0.28583 0.0 0.0 0.0 0.101
H -1.93752 0.30867 -3.06174 0.2 0.1 -0.1 0.081
H -1.87873 0.99517 -0.34539 -0.1 -0.2 -0.2 0.107
H -3.70522 -3.49298 0.40404 0.0 0.0 0.0 0.124
H -1.49001 3.77598 -0.66550 0.0 0.0 0.0 0.119
H 2.88352 2.36977 3.62639 0.0 0.0 0.0 0.122
H -0.99921 -4.78345 -1.34304 0.0 0.0 0.0 0.133
H 2.67877 2.71640 -0.36909 0.0 0.0 0.0 0.111
H -0.43622 4.42596 -5.36789 0.0 0.0 0.0 0.123
H -1.04939 5.80036 0.65381 0.0 0.0 0.0 0.122
H 0.51312 3.86514 -3.17778 0.0 0.0 0.0 0.113
H 2.51560 0.92211 1.66137 0.0 0.0 0.0 0.109
H 3.59108 -3.57061 0.21295 0.0 0.0 0.0 0.137
H 1.23113 6.30177 1.44291 0.0 0.0 0.0 0.123
H 0.53706 -2.19307 2.59506 0.0 0.1 0.0 0.120
H -2.82958 0.87583 -5.26312 0.0 0.0 0.0 0.120
H -0.58200 -4.28425 3.22669 0.0 0.0 0.0 0.126
H -2.69797 -4.93902 2.13420 0.0 0.0 0.0 0.125
H -2.09762 2.93616 -6.41862 0.0 0.0 0.0 0.124
H -1.68557 0.73153 2.62488 0.0 0.0 0.0 0.118
H -1.29470 2.21200 4.54772 0.0 0.0 0.0 0.123
H 0.98019 3.01715 5.05212 0.0 0.0 0.0 0.124
H 3.09878 4.77716 0.92316 0.0 0.0 0.0 0.122



[4]
19
Properties=species:S:1:pos:R:3:forces:R:3:lowdin_charge:R:1 method="wB97M-V/def2-TZVPD" spin_multiplicity=2 charge=-1 e_homo_ev="-4.8447 / -4.8297" orbital_gap_ev="8.37 / 7.88"
S 2.46462 -0.72875 1.74707 -0.2 -0.5 -0.1 0.599
O 1.66818 2.21621 1.30332 0.2 0.7 -0.3 -0.448
O 0.46318 1.81685 -0.92845 -2.2 0.0 -0.5 -0.002
N -1.59573 0.64164 -0.94657 0.7 2.6 -0.6 0.181
C 0.04500 0.12239 0.68907 1.1 -0.7 -0.2 -0.206
C -2.49170 -1.86299 -1.32403 -0.2 2.1 0.3 -0.102
C 1.39458 -0.53475 0.26853 0.0 -0.7 -0.1 -0.552
C -0.47109 0.95150 -0.46630 0.7 -1.0 0.1 -0.517
H 0.43635 0.81741 1.42653 -0.9 0.1 0.4 0.045
H 2.36799 2.86863 1.17310 -0.1 -0.1 0.1 -0.061
H 2.35264 0.61487 1.99591 0.1 0.1 -0.2 -0.148
H 1.28494 -1.50024 -0.27159 0.0 0.4 0.6 0.069
H 0.88892 2.14712 -0.07022 1.3 0.1 0.9 0.028
H -2.12551 -0.72829 -1.06559 -0.6 -3.1 0.2 -0.045
H 1.97427 0.11095 -0.38115 -0.3 0.2 -0.1 0.049
H -2.82257 -2.49567 -0.50885 0.6 -0.2 0.4 -0.013
H -1.70053 -2.28872 -1.96141 -0.8 -0.1 0.0 0.010
H -3.45775 -1.55411 -1.75000 0.4 -0.5 -1.0 0.000
H -0.67578 -0.61405 1.07064 0.2 0.4 -0.1 0.113



The records above yield energy values of -285.2605; -1864.7332; -2970.8986; -762.3621 Ha, respectively.